This record from OMol25 describes a single C4H5Br molecule. The level of theory is the ωB97M-V functional and the def2-TZVPD basis.

Values from the calculation:
- E_tot: -74265.4949 eV
- HOMO: -8.90 eV
- Energy above the lowest of the compared OMol25 structures with the same formula, charge and spin: 431.0 kJ/mol

```
10
C4H5Br, DFT the ωB97M-V functional and the def2-TZVPD basis
C 0.312 0.048 0.411
C -0.385 -1.077 1.501
C 1.396 0.952 0.091
C -0.910 0.017 -0.515
Br -0.263 -2.690 0.649
H 1.223 1.668 -0.756
H 2.254 1.142 0.863
H -1.468 0.900 -0.739
H -1.760 -0.559 -0.110
H -0.399 -0.403 -1.393
```